{"formula": "C35H74F15N4O19PS5", "method": "ωB97M-V/def2-TZVPD", "symbols": ["C", "C", "O", "N", "H", "H", "C", "H", "H", "H", "H", "H", "H", "C", "C", "O", "N", "H", "H", "C", "H", "H", "H", "H", "H", "H", "C", "C", "O", "N", "H", "H", "C", "H", "H", "H", "H", "H", "H", "C", "N", "C", "C", "C", "C", "O", "H", "H", "H", "H", "H", "H", "H", "H", "H", "H", "H", "H", "H", "H", "C", "C", "C", "C", "P", "C", "C", "C", "C", "C", "C", "C", "C", "C", "C", "C", "C", "H", "H", "H", "H", "H", "H", "H", "H", "H", "H", "H", "H", "H", "H", "H", "H", "H", "H", "H", "H", "H", "H", "H", "H", "H", "H", "H", "H", "H", "H", "H", "H", "H", "H", "H", "H", "C", "F", "F", "F", "S", "O", "O", "O", "C", "F", "F", "F", "S", "O", "O", "O", "C", "F", "F", "F", "S", "O", "O", "O", "C", "F", "F", "F", "S", "O", "O", "O", "C", "F", "F", "F", "S", "O", "O", "O"], "xyz": [[0.11943, 24.70549, 5.80316], [-0.95584, 24.46721, 6.84423], [-2.02254, 25.07650, 6.86470], [-0.62648, 23.35890, 7.84838], [0.32432, 23.05363, 7.69703], [-0.59367, 23.72692, 8.78837], [-1.60645, 22.14705, 7.73794], [0.82990, 25.41712, 6.22378], [-0.25100, 25.08353, 4.85029], [0.59627, 23.80292, 5.42096], [-2.56585, 22.52392, 8.09235], [-1.21645, 21.29354, 8.29247], [-1.66046, 21.97335, 6.66322], [-2.12643, 14.07240, 10.21589], [-0.86637, 14.91455, 10.15634], [-0.46543, 15.53408, 11.07399], [-0.06794, 14.89157, 8.79353], [-0.24549, 14.06040, 8.24789], [-0.46482, 15.64087, 8.24478], [1.47014, 15.12952, 9.02248], [-1.85585, 13.05798, 10.50886], [-2.65180, 13.91513, 9.27390], [-2.76746, 14.49596, 10.98906], [1.83083, 15.12904, 7.99388], [1.86842, 14.27621, 9.57142], [1.70188, 16.11712, 9.42127], [-6.86589, 23.29768, 13.14092], [-7.85447, 22.14755, 12.90495], [-7.42291, 21.00242, 12.90700], [-9.22086, 22.44882, 12.32102], [-9.83551, 21.65277, 12.41383], [-9.75230, 23.09469, 12.88718], [-9.20405, 22.86770, 10.84728], [-5.87419, 22.86287, 13.26575], [-7.03346, 24.00994, 13.94882], [-6.87564, 23.78992, 12.16845], [-8.86658, 21.91619, 10.43637], [-8.63826, 23.76758, 10.60601], [-10.22077, 23.07890, 10.51595], [-3.80937, 17.46911, 11.33925], [-4.24191, 18.88485, 10.99218], [-4.48346, 19.70268, 12.28823], [-3.10435, 19.48940, 10.13896], [-5.57833, 18.92612, 10.16103], [-5.62423, 18.05047, 8.86929], [-5.69786, 16.72471, 9.20209], [-2.80220, 17.51038, 11.75400], [-3.77169, 16.91031, 10.40414], [-4.55869, 17.08448, 12.03111], [-5.36459, 19.49383, 12.89492], [-4.54111, 20.76652, 12.05795], [-3.52462, 19.61853, 12.79975], [-2.73650, 18.71927, 9.46096], [-2.25835, 19.85580, 10.72046], [-3.46239, 20.38057, 9.62347], [-5.74881, 19.96109, 9.86461], [-6.35288, 18.66947, 10.88374], [-4.66731, 18.25364, 8.38855], [-6.26334, 18.36622, 8.04471], [-6.44763, 16.62043, 9.79250], [-11.55514, 12.94408, 1.58090], [-10.86656, 14.19710, 1.09116], [-9.89135, 14.78894, 2.10308], [-8.97897, 13.65592, 2.63161], [-7.90219, 14.10882, 4.07840], [-7.27143, 12.60326, 4.81730], [-5.85794, 12.62661, 5.51411], [-5.69405, 13.58795, 6.68078], [-4.37498, 13.54312, 7.19988], [-6.51639, 15.10454, 3.42871], [-5.72217, 14.50734, 2.29881], [-4.61925, 15.48196, 1.80866], [-3.93482, 15.04740, 0.46537], [-8.75615, 15.12005, 5.25138], [-8.22672, 16.50647, 5.63743], [-8.81359, 17.09069, 6.93677], [-10.30833, 17.11670, 7.09546], [-10.93667, 12.04702, 1.55140], [-12.50164, 12.75764, 1.07349], [-11.90476, 13.01197, 2.61107], [-11.56247, 14.96088, 0.74412], [-10.24720, 14.06150, 0.20454], [-10.48089, 15.14008, 2.94999], [-9.34987, 15.64978, 1.71085], [-8.40001, 13.05985, 1.92620], [-9.56320, 12.86862, 3.10799], [-7.17554, 11.94129, 3.95666], [-8.09353, 12.32432, 5.47643], [-5.10367, 13.01667, 4.83072], [-5.51709, 11.61366, 5.72826], [-6.38222, 13.15253, 7.40529], [-6.00923, 14.61294, 6.48541], [-4.24332, 14.38220, 7.88304], [-3.58170, 13.70242, 6.46952], [-4.07630, 12.56290, 7.57146], [-5.81870, 15.44762, 4.19267], [-7.04335, 16.03547, 3.21947], [-6.35018, 14.20140, 1.46209], [-5.23326, 13.60515, 2.66638], [-3.83856, 15.41705, 2.56656], [-4.94348, 16.51526, 1.93216], [-3.08854, 15.71851, 0.31868], [-4.65382, 15.14048, -0.34856], [-3.63490, 14.00685, 0.58944], [-8.72935, 14.54029, 6.17402], [-9.82413, 15.13972, 5.03429], [-8.46785, 17.27901, 4.90726], [-7.15336, 16.40669, 5.79879], [-8.34016, 18.06842, 7.02630], [-8.47270, 16.55755, 7.82427], [-10.53984, 17.32204, 8.14061], [-10.82585, 16.18851, 6.85311], [-10.79432, 17.88055, 6.48846], [-2.50324, 23.82807, 12.83194], [-2.68924, 25.12594, 12.69840], [-2.36732, 23.49144, 14.16244], [-3.52991, 23.17660, 12.36755], [-0.82435, 23.26144, 11.91054], [-0.83991, 21.79231, 11.98946], [-0.96468, 23.76332, 10.50376], [0.26551, 23.95014, 12.60694], [-4.36393, 16.49125, 15.72833], [-4.79079, 15.96216, 14.57491], [-5.22510, 17.45612, 15.95300], [-4.42149, 15.58563, 16.75405], [-2.53492, 17.19150, 15.61018], [-2.06496, 17.27434, 16.99731], [-1.77344, 16.16155, 14.92417], [-2.64889, 18.53390, 15.00395], [-5.10298, 24.56581, 9.25950], [-5.35070, 25.35223, 8.17834], [-3.75297, 24.56455, 9.49798], [-5.76005, 25.10567, 10.33614], [-5.75421, 22.82043, 8.99393], [-5.44873, 22.13750, 10.25576], [-7.22486, 23.01207, 8.72320], [-5.06382, 22.33007, 7.80508], [-8.17714, 15.21320, 13.54017], [-9.29436, 14.58038, 13.83559], [-8.11868, 16.47449, 14.02118], [-7.16272, 14.46864, 13.94875], [-8.20272, 15.16090, 11.61810], [-9.57252, 14.80572, 11.19561], [-7.74048, 16.43153, 11.16286], [-7.25122, 14.06136, 11.31404], [-3.24754, 17.39367, 5.51729], [-4.33102, 17.73864, 6.25425], [-3.22908, 16.08819, 5.43053], [-3.30681, 17.97213, 4.36062], [-1.61665, 18.05394, 6.46764], [-0.52173, 18.17817, 5.51061], [-2.03236, 19.28706, 7.12297], [-1.20799, 17.01233, 7.46817]], "forces_ev_per_a": [[-0.1, -0.4, -0.3], [-2.7, 1.5, -1.0], [3.3, -2.4, 0.7], [-0.6, -0.2, -1.3], [0.3, -0.3, -0.4], [-0.7, 0.3, 1.8], [0.4, 1.5, -0.3], [0.3, -0.1, -0.1], [-0.6, 0.6, 0.5], [0.4, -0.3, 0.8], [0.1, -0.3, 0.1], [0.0, 0.3, -0.1], [-0.1, -0.5, 0.2], [0.4, -0.1, -0.5], [-1.0, -0.9, -0.2], [0.7, 0.3, -0.7], [1.4, 0.2, 2.7], [0.1, -0.5, 0.1], [-0.5, 1.6, -0.9], [-1.3, -0.4, -1.6], [0.3, 0.0, 0.3], [0.0, 0.5, 0.0], [0.0, -0.1, -0.2], [0.3, -0.1, 0.1], [-0.1, 0.4, 0.1], [-0.6, -0.3, 0.4], [-0.9, -0.3, -0.5], [3.8, -2.2, 0.2], [-2.6, 2.5, -0.1], [-0.6, 0.8, 0.4], [0.3, -1.1, -0.3], [0.4, 1.0, 0.4], [-0.4, -0.9, 0.0], [-0.3, -0.1, 0.0], [-0.5, -0.1, -0.1], [0.3, 0.5, 0.0], [0.4, 0.8, -0.9], [0.6, -0.6, 0.4], [-0.1, -0.3, 0.3], [-0.5, 0.9, -0.3], [-0.5, 0.6, -0.6], [1.6, 0.6, -0.9], [-0.4, 0.3, 0.4], [-0.2, 0.1, -0.5], [2.0, 1.5, 1.0], [0.1, -1.3, -0.7], [-0.2, 0.2, 0.3], [-0.3, -0.1, 0.2], [0.2, -0.3, -0.1], [0.2, -0.9, -0.4], [-0.1, -0.1, -0.6], [-0.3, -0.3, 0.5], [-0.3, 0.2, -0.1], [-0.2, -0.3, 0.7], [-0.4, -0.3, -0.2], [0.4, 0.1, 0.3], [0.0, -0.3, -0.1], [0.4, -0.3, 0.1], [-1.0, 0.4, 0.6], [-0.7, -0.6, 0.6], [-0.8, -0.3, 0.2], [0.7, 0.6, -0.6], [-0.1, -0.7, 0.7], [0.4, 0.1, 1.6], [1.6, 0.8, -1.7], [0.9, 0.0, 0.1], [-0.3, 1.4, -1.3], [-3.5, -1.6, -0.5], [3.6, 0.4, 0.9], [-0.6, 0.3, 0.6], [0.4, 0.3, -0.8], [0.6, -1.0, 0.4], [-1.2, 0.9, 1.4], [-1.0, 0.2, 1.4], [-0.3, 0.3, 0.3], [0.6, -0.9, 0.5], [-0.8, 0.6, -0.2], [0.0, 0.0, -0.3], [0.3, -0.1, -0.5], [0.3, 0.4, 0.3], [-0.3, 0.0, 0.4], [-0.2, -0.7, -0.3], [0.1, 0.2, 0.2], [0.2, -0.2, -0.1], [0.3, 0.5, -0.4], [-0.6, 0.0, 0.0], [-0.4, -0.4, 0.1], [0.2, -0.7, 0.1], [-0.1, -0.3, -0.8], [-0.4, 0.0, 0.3], [-0.2, 0.6, 0.7], [-0.1, 0.0, -0.3], [0.1, -0.4, 0.6], [-0.1, 0.3, -0.7], [-0.3, 0.0, 0.7], [-0.1, -0.4, 0.5], [0.1, 0.2, -0.7], [-0.2, 0.1, -0.1], [0.0, -0.2, -0.1], [0.2, 0.0, 0.2], [-0.2, 0.1, -0.8], [0.1, -0.3, -0.3], [0.2, -0.1, -0.2], [0.2, 0.1, -0.3], [0.1, -0.2, 0.2], [0.0, 0.1, -0.3], [0.4, -0.3, -0.6], [0.1, 0.4, -0.2], [-0.4, 0.3, 0.0], [0.5, -0.4, -0.1], [-0.1, 0.1, 0.0], [0.3, -0.3, 0.0], [0.0, 0.2, -0.1], [3.4, -0.8, 0.4], [-0.2, 0.2, 0.3], [-0.3, 0.6, -1.2], [-1.2, -0.5, -0.5], [0.9, 0.4, -0.5], [-0.4, 1.3, 0.1], [-0.4, -0.5, 1.3], [-1.6, -0.9, -0.4], [-0.1, -0.5, 0.3], [1.2, -0.5, 0.5], [0.2, 0.8, 0.8], [0.3, 1.1, -1.6], [-1.5, 0.5, -1.3], [0.1, 0.2, 0.1], [-0.4, 0.8, 0.2], [0.3, -2.3, 0.9], [0.3, 0.2, -0.2], [0.3, -0.8, 1.2], [-1.8, 0.1, -0.1], [0.8, -0.3, -0.8], [-2.3, -0.1, -1.6], [-0.2, 0.5, -0.5], [2.6, 0.0, 1.1], [0.2, 0.3, 1.2], [-0.2, -0.3, -3.1], [-0.6, 0.4, 1.5], [-0.1, -1.0, 0.3], [0.3, 0.6, 0.8], [-0.6, -4.6, -1.1], [1.4, 1.1, 1.0], [0.8, 2.6, -0.5], [-0.8, 1.5, 0.7], [1.6, 1.6, 3.0], [0.3, -0.2, -0.6], [-0.1, -1.1, -0.5], [-0.3, 0.1, -1.2], [2.1, -0.3, 0.8], [-1.7, 0.0, -0.2], [-0.5, -0.8, -0.7], [-1.5, 0.0, -0.4]], "mulliken_charge": [-1.227, 0.666, -0.420, 0.225, 0.424, 0.360, -0.733, 0.334, 0.365, 0.374, 0.004, 0.472, 0.339, -0.519, 0.686, -0.457, 0.119, 0.440, 0.329, -0.828, 0.489, -0.178, 0.220, 0.398, 0.370, 0.312, -0.393, 0.194, -0.327, -0.054, 0.406, 0.399, -0.736, 0.013, 0.449, 0.044, 0.336, 0.289, 0.341, -0.818, 0.919, -0.578, -0.650, 0.441, -0.502, 0.176, 0.469, 0.131, 0.231, 0.396, -0.039, 0.266, 0.117, 0.526, -0.083, -0.731, 0.899, -0.066, -0.047, 0.041, -1.165, -0.571, -0.651, -1.081, 1.009, -1.310, -1.118, 1.241, -1.172, -0.348, -0.850, -0.409, -1.384, -1.206, 0.156, -0.331, -1.574, 0.309, 0.370, 0.315, 0.418, 0.322, 0.227, 0.364, 0.735, 0.572, 0.490, 0.601, 0.247, 0.622, 0.362, -0.655, -0.356, 0.354, 0.539, -0.277, 0.789, 0.395, 0.312, 0.098, 0.517, 0.430, 0.346, 0.300, 0.671, 0.750, 0.296, -0.342, 0.460, 0.113, 0.418, 0.329, 0.376, 0.558, -0.200, -0.241, -0.207, 1.041, -0.617, -0.886, -0.657, 0.603, -0.137, -0.197, -0.219, 1.164, -0.355, -0.469, -0.391, 0.509, -0.227, -0.121, -0.245, 1.043, -0.546, -0.765, -0.679, 0.525, -0.214, -0.206, -0.224, 1.120, -0.701, -0.691, -0.742, 0.518, -0.218, -0.190, -0.208, 0.940, -0.710, -0.523, -0.914], "homo_energy_ev": [-10.0529, -10.0529], "mol_weight_g_mol": 1331.3, "multiplicity": 2, "homo_lumo_gap_ev": [7.52, 3.48], "charge": 1, "total_energy_ev": -186572.21387}